A structure of composition C3H10NO3. Source: the Open Molecules 2025 dataset; level of theory: the ωB97M-V functional and the def2-TZVPD basis.

Last column: Mulliken charge in e.
Positions of all 17 atoms, in Å:
1 C -0.825 1.673 -0.466  -1.06
2 C 0.052 1.429 0.727  -0.23
3 C 0.345 -0.853 0.569  0.46
4 N 0.472 -1.182 -1.316  -0.35
5 O 1.056 -1.853 1.094  -0.49
6 O -1.033 -0.991 0.834  -0.45
7 O 0.922 0.327 0.731  -0.33
8 H -0.382 1.829 -1.462  0.36
9 H -1.422 0.759 -0.737  0.28
10 H -1.483 2.516 -0.202  0.34
11 H -0.661 1.319 1.542  0.35
12 H 0.671 2.232 1.000  0.44
13 H 1.430 -0.913 -1.632  0.37
14 H 0.330 -2.145 -1.655  0.36
15 H -0.351 -0.619 -1.635  0.34
16 H 1.864 -1.631 1.445  0.31
17 H -0.985 -1.897 1.163  0.31

Computed properties:
Frontier orbital gap (alpha / beta): 6.2787 / 6.0463 eV
LUMO (alpha / beta): -3.41 / -9.49 eV
Energy above the lowest of the compared OMol25 structures with the same formula, charge and spin: 38.64 kcal per mole
Charge: +1
2S+1: 3

***

A structure of composition C31H34IrN7O4. Source: the Open Molecules 2025 dataset; level of theory: the ωB97M-V functional and the def2-TZVPD basis.

Last column: Mulliken charge in e.
Positions of all 77 atoms, in Å:
1 Ir -0.096 0.761 -0.200  -1.22
2 O 6.311 -0.257 2.788  -0.60
3 N 5.400 -0.608 3.510  1.03
4 O 5.519 -1.105 4.602  -0.57
5 C 4.020 -0.388 3.013  -0.65
6 C 3.041 -0.431 3.939  -0.71
7 C 1.683 -0.166 3.583  1.45
8 C 0.618 -0.213 4.504  -0.80
9 C -0.652 0.055 4.066  -1.15
10 C -0.868 0.360 2.717  -0.33
11 N 0.123 0.402 1.836  0.59
12 C 1.390 0.156 2.261  -0.67
13 C 2.435 0.193 1.281  0.41
14 N 2.053 0.500 0.011  0.16
15 C 2.950 0.451 -0.964  -0.63
16 C 4.277 0.104 -0.723  -1.01
17 C 4.690 -0.164 0.559  -0.68
18 C 3.761 -0.108 1.621  1.08
19 H 3.296 -0.662 4.965  0.62
20 H 0.812 -0.463 5.539  0.56
21 H -1.499 0.023 4.736  0.49
22 H -1.859 0.542 2.327  0.54
23 H 2.591 0.683 -1.958  0.54
24 H 4.972 0.046 -1.549  0.50
25 H 5.718 -0.423 0.756  0.62
26 C -1.869 0.578 -4.117  -1.82
27 C -1.484 0.529 -2.677  1.04
28 N -0.358 0.966 -2.189  0.90
29 O 0.620 1.510 -3.010  -0.39
30 C -2.356 -0.077 -1.712  0.31
31 C -3.657 -0.731 -2.041  -2.04
32 N -1.880 -0.051 -0.475  1.01
33 O -2.424 -0.630 0.483  -0.82
34 H -1.273 1.266 -4.714  0.63
35 H -2.907 0.897 -4.198  0.38
36 H -1.806 -0.420 -4.557  0.37
37 H 0.437 1.233 -3.921  0.28
38 H -3.540 -1.504 -2.802  0.45
39 H -4.383 -0.004 -2.410  0.35
40 H -4.059 -1.196 -1.145  0.41
41 C 1.414 4.005 -1.468  -0.64
42 N 1.563 4.606 -0.115  0.00
43 C 0.985 5.984 -0.084  -0.89
44 C 1.037 3.671 0.978  -1.00
45 C -0.457 3.513 0.950  1.32
46 C -1.181 4.522 1.593  -0.73
47 C -2.561 4.572 1.549  -1.05
48 C -3.227 3.591 0.839  -0.99
49 C -2.527 2.546 0.251  0.37
50 C -1.135 2.450 0.309  0.41
51 H 1.784 4.707 -2.212  0.40
52 H 0.359 3.802 -1.632  0.35
53 H 1.977 3.078 -1.509  0.18
54 H 2.561 4.709 0.075  0.37
55 H -0.065 5.928 -0.355  0.42
56 H 1.529 6.593 -0.801  0.36
57 H 1.095 6.397 0.915  0.36
58 H 1.372 4.113 1.916  0.65
59 H 1.571 2.738 0.820  -0.25
60 H -0.642 5.284 2.144  0.51
61 H -3.100 5.359 2.058  0.45
62 H -4.307 3.607 0.767  0.49
63 H -3.114 1.789 -0.245  0.34
64 N 0.467 -2.551 -0.163  -0.03
65 C 0.552 -3.926 0.086  0.79
66 C 0.681 -4.390 1.392  -0.34
67 C 0.796 -5.749 1.640  -0.62
68 C 0.790 -6.660 0.594  -0.61
69 C 0.663 -6.195 -0.707  -0.54
70 C 0.542 -4.838 -0.964  -0.43
71 H 0.154 -2.267 -1.075  0.00
72 H 0.155 -1.979 0.603  -0.18
73 H 0.688 -3.685 2.217  0.37
74 H 0.890 -6.097 2.660  0.38
75 H 0.880 -7.719 0.790  0.39
76 H 0.655 -6.893 -1.533  0.38
77 H 0.440 -4.486 -1.985  0.34

Computed properties:
Frontier orbital gap: 5.1590 eV
LUMO: -6.82 eV
Energy above the lowest of the compared OMol25 structures with the same formula, charge and spin: 47.87 kcal per mole
Charge: +2

***

A cluster of 14 separate species, C50H132Cl4N20O12P4 in total. Source: the Open Molecules 2025 dataset; level of theory: the ωB97M-V functional and the def2-TZVPD basis.

Last column: Mulliken charge in e.
Positions of all 222 atoms, in Å:
1 O -4.735 5.851 -2.176  -0.94
2 P -4.274 4.416 -2.323  0.07
3 N -5.303 3.226 -2.744  0.46
4 C -6.583 3.283 -2.019  -1.23
5 C -5.504 2.924 -4.133  -0.92
6 N -3.741 3.757 -0.880  0.78
7 C -3.284 4.717 0.113  -0.71
8 C -3.609 2.359 -0.604  -0.84
9 N -3.188 4.315 -3.582  0.97
10 C -2.112 3.364 -3.681  -0.14
11 C -3.196 5.224 -4.702  -1.06
12 H -6.507 3.483 -0.978  0.34
13 H -7.087 2.345 -2.258  0.46
14 H -7.238 4.109 -2.328  0.31
15 H -6.253 2.091 -4.262  0.37
16 H -4.655 2.411 -4.591  0.17
17 H -5.882 3.761 -4.787  0.27
18 H -2.583 5.328 -0.421  0.10
19 H -4.037 5.255 0.689  0.33
20 H -2.716 4.186 0.885  -0.03
21 H -4.101 1.706 -1.297  -0.22
22 H -2.560 2.005 -0.530  -0.20
23 H -4.024 2.181 0.396  0.74
24 H -1.188 3.894 -3.625  0.16
25 H -2.258 2.584 -2.894  -0.67
26 H -2.165 2.848 -4.655  0.38
27 H -3.095 4.608 -5.617  0.35
28 H -2.269 5.821 -4.651  0.11
29 H -4.165 5.744 -4.682  0.31
30 O 6.344 -3.653 4.340  -0.93
31 P 5.441 -3.095 3.293  0.19
32 N 3.968 -3.733 3.462  0.64
33 C 3.786 -4.908 4.263  -0.95
34 C 2.953 -3.517 2.435  -0.10
35 N 6.239 -3.194 1.863  0.14
36 C 5.609 -2.719 0.595  -0.71
37 C 7.206 -4.341 1.657  -1.10
38 N 5.066 -1.453 3.434  0.91
39 C 5.981 -0.464 2.911  -1.07
40 C 4.404 -0.974 4.630  -1.53
41 H 4.683 -5.441 4.638  0.28
42 H 3.217 -5.675 3.670  0.26
43 H 3.077 -4.533 5.010  0.20
44 H 1.962 -3.445 2.928  -0.07
45 H 2.939 -4.277 1.680  0.39
46 H 3.183 -2.532 1.989  -0.28
47 H 6.309 -2.010 0.058  0.52
48 H 5.223 -3.456 -0.104  0.41
49 H 4.732 -2.084 0.841  -0.44
50 H 7.577 -4.648 2.632  0.36
51 H 6.763 -5.190 1.107  0.29
52 H 7.975 -3.973 1.003  0.37
53 H 5.462 0.445 2.444  0.12
54 H 6.736 -0.066 3.630  0.32
55 H 6.471 -1.014 2.135  0.41
56 H 5.136 -0.872 5.436  0.33
57 H 3.606 -1.632 4.911  0.34
58 H 4.134 0.078 4.503  0.49
59 O 2.570 1.504 0.599  -1.23
60 P 1.311 0.727 0.579  -0.89
61 N 0.262 1.424 -0.537  2.10
62 C 0.003 2.794 -0.231  0.06
63 C 0.484 1.245 -1.978  0.98
64 N 0.454 0.873 2.009  1.08
65 C -0.966 0.763 2.114  -0.35
66 C 1.102 0.991 3.275  -0.75
67 N 1.697 -0.833 0.219  2.04
68 C 0.709 -1.869 0.367  -1.47
69 C 2.623 -1.071 -0.962  1.27
70 H -0.843 3.108 -0.851  -0.37
71 H 0.845 3.512 -0.409  0.01
72 H -0.416 2.857 0.769  -0.51
73 H 1.353 1.728 -2.364  -0.45
74 H -0.252 1.773 -2.494  -0.48
75 H 0.605 0.230 -2.257  -0.70
76 H -1.285 -0.092 2.734  0.64
77 H -1.297 1.625 2.737  0.02
78 H -1.554 0.691 1.193  -0.55
79 H 2.187 0.789 3.208  -0.22
80 H 1.022 1.946 3.766  0.21
81 H 0.673 0.259 3.964  0.35
82 H 1.195 -2.871 0.302  0.34
83 H 0.227 -1.809 1.326  0.59
84 H 0.027 -1.841 -0.454  -0.12
85 H 3.019 -0.191 -1.394  -0.56
86 H 2.190 -1.633 -1.747  -0.16
87 H 3.523 -1.641 -0.541  -0.88
88 O -0.454 -6.461 -1.890  -0.91
89 P -1.376 -5.485 -2.487  0.34
90 N -2.612 -4.771 -1.626  0.27
91 C -2.336 -3.819 -0.601  -0.81
92 C -4.024 -4.758 -2.018  -0.95
93 N -2.165 -6.162 -3.832  0.27
94 C -2.228 -7.540 -4.184  -1.11
95 C -2.760 -5.322 -4.893  -0.78
96 N -0.415 -4.115 -2.993  0.86
97 C -0.838 -2.744 -3.068  0.80
98 C 1.008 -4.402 -3.066  -1.12
99 H -2.501 -2.844 -0.961  -0.05
100 H -1.336 -3.918 -0.179  0.28
101 H -3.044 -4.028 0.213  0.51
102 H -4.238 -5.713 -2.490  0.38
103 H -4.225 -3.888 -2.658  0.12
104 H -4.633 -4.722 -1.101  0.41
105 H -3.249 -7.813 -4.288  0.35
106 H -1.680 -7.687 -5.140  0.27
107 H -1.811 -8.037 -3.350  0.36
108 H -2.445 -4.290 -4.833  -0.07
109 H -2.341 -5.590 -5.838  0.47
110 H -3.862 -5.401 -4.953  0.32
111 H -1.956 -2.770 -3.095  0.07
112 H -0.666 -2.168 -2.199  -0.84
113 H -0.336 -2.282 -3.961  -0.31
114 H 1.423 -4.710 -2.107  0.26
115 H 1.525 -3.477 -3.397  0.30
116 H 1.187 -5.233 -3.771  0.28
117 C -0.955 5.164 2.750  -0.42
118 C -1.527 4.626 4.037  0.49
119 O -2.261 3.663 4.090  -0.59
120 N -0.953 5.174 5.133  -0.19
121 C -1.104 4.569 6.432  -0.83
122 H -0.757 4.248 2.114  -0.11
123 H 0.009 5.647 2.939  0.50
124 H -1.570 5.878 2.153  0.16
125 H -0.231 5.815 4.921  0.25
126 H -1.550 5.344 7.209  0.25
127 H -0.104 4.254 6.800  0.28
128 H -1.680 3.720 6.324  0.25
129 C -5.451 -0.650 -2.321  -1.22
130 C -4.005 -0.527 -2.781  0.08
131 O -3.123 -0.359 -1.977  0.74
132 N -3.846 -0.541 -4.091  0.16
133 C -2.630 -0.085 -4.764  -0.46
134 H -5.480 -1.190 -1.422  -0.04
135 H -6.018 -1.294 -3.043  0.64
136 H -5.909 0.338 -2.242  -0.21
137 H -4.678 -0.693 -4.619  0.24
138 H -2.796 0.787 -5.450  0.44
139 H -2.156 -0.904 -5.295  0.23
140 H -1.910 0.151 -3.968  -0.31
141 C 0.977 -2.393 -6.711  -1.23
142 C 1.324 -1.142 -5.895  0.60
143 O 0.477 -0.255 -5.701  -0.58
144 N 2.550 -0.937 -5.486  0.14
145 C 2.753 0.230 -4.594  0.13
146 H 1.147 -2.111 -7.741  0.42
147 H -0.061 -2.620 -6.551  0.20
148 H 1.506 -3.295 -6.456  0.38
149 H 3.139 -1.723 -5.396  0.18
150 H 1.946 0.110 -3.903  -0.27
151 H 2.581 1.140 -5.200  0.19
152 H 3.696 0.257 -4.184  0.02
153 C 0.152 7.196 -1.364  -0.87
154 C 0.672 6.365 -2.524  0.60
155 O 0.839 5.139 -2.449  -0.49
156 N 0.873 7.062 -3.671  -0.20
157 C 1.426 6.416 -4.833  -0.87
158 H 0.805 6.961 -0.486  0.22
159 H -0.890 6.980 -1.101  0.06
160 H 0.338 8.285 -1.592  0.41
161 H 0.831 8.059 -3.646  0.24
162 H 2.412 6.059 -4.552  0.27
163 H 1.577 7.129 -5.607  0.41
164 H 0.769 5.643 -5.237  0.19
165 C -4.383 1.055 3.919  -0.68
166 C -3.612 0.043 4.774  0.94
167 O -3.941 -1.153 4.926  -0.84
168 N -2.463 0.493 5.247  0.25
169 C -1.538 -0.274 6.023  -0.78
170 H -3.903 1.938 3.577  0.02
171 H -5.267 1.493 4.504  0.37
172 H -4.897 0.548 3.072  0.23
173 H -2.274 1.512 5.205  -0.11
174 H -0.553 0.158 5.771  0.20
175 H -1.594 -1.294 5.682  0.20
176 H -1.758 -0.213 7.100  0.32
177 C -3.952 -1.061 1.128  1.31
178 C -5.101 -2.002 1.489  -0.04
179 O -5.476 -2.737 0.591  -0.66
180 N -5.629 -1.936 2.714  0.05
181 C -6.773 -2.691 3.126  -1.10
182 H -2.933 -1.291 1.521  0.19
183 H -4.130 -0.042 1.353  -0.27
184 H -3.812 -1.117 0.006  -0.88
185 H -4.999 -1.592 3.470  0.15
186 H -6.620 -3.764 3.206  0.33
187 H -7.568 -2.654 2.417  0.36
188 H -7.045 -2.354 4.127  0.35
189 C 2.904 1.511 7.617  -1.18
190 C 2.654 0.071 7.311  0.65
191 O 1.639 -0.410 6.791  -0.51
192 N 3.561 -0.833 7.933  -0.03
193 C 4.863 -0.561 8.496  -1.08
194 H 3.952 1.688 7.466  0.41
195 H 2.723 1.791 8.697  0.33
196 H 2.307 2.218 6.998  0.14
197 H 3.422 -1.810 7.677  0.29
198 H 5.575 -0.083 7.802  0.32
199 H 5.307 -1.509 8.631  0.39
200 H 4.858 0.044 9.386  0.30
201 C 6.013 1.051 -0.713  -0.81
202 C 5.370 1.596 -1.949  1.02
203 O 5.812 1.360 -3.046  -0.75
204 N 4.183 2.152 -1.797  0.28
205 C 3.727 2.973 -2.882  -0.79
206 H 5.556 1.290 0.310  -0.07
207 H 6.941 1.629 -0.633  0.53
208 H 6.350 0.029 -0.829  0.06
209 H 3.726 2.185 -0.861  0.01
210 H 2.638 2.938 -3.100  -0.07
211 H 4.274 2.602 -3.760  0.34
212 H 4.025 3.962 -2.596  0.40
213 C -0.741 -4.630 4.228  0.09
214 Cl -2.408 -4.377 4.649  -0.11
215 Cl 0.438 -3.799 5.347  -0.13
216 H -0.635 -5.734 4.327  0.40
217 H -0.566 -4.246 3.171  -0.24
218 C 6.816 -1.139 -4.902  -0.11
219 Cl 6.512 -0.806 -6.624  -0.18
220 Cl 5.693 -2.286 -4.187  -0.14
221 H 7.782 -1.643 -4.909  0.37
222 H 6.844 -0.230 -4.273  0.08

Computed properties:
Frontier orbital gap: 8.4849 eV
LUMO: 0.22 eV
Charge: 0

***

A structure of composition C15H24NO11P2RuS. Source: the Open Molecules 2025 dataset; level of theory: the ωB97M-V functional and the def2-TZVPD basis.

Last column: Mulliken charge in e.
Positions of all 55 atoms, in Å:
1 Ru 0.433 -0.582 0.656  1.68
2 O 0.421 -2.700 2.330  -0.50
3 P 1.569 -3.227 1.268  0.94
4 O 1.661 -4.683 1.291  -0.71
5 O 1.307 -2.390 0.021  -0.63
6 O 2.855 -2.559 2.014  -0.17
7 P 3.319 -1.021 2.257  0.00
8 O 1.896 -0.309 2.741  -0.31
9 O 2.102 0.190 0.250  -0.42
10 O 3.333 -0.351 0.755  -0.18
11 H -0.435 -3.075 2.068  0.33
12 H 1.454 -0.814 3.439  0.31
13 C -2.395 1.854 2.585  -1.73
14 C -1.943 0.755 1.673  1.49
15 O -0.915 0.132 2.023  -0.68
16 C -2.701 0.381 0.507  0.49
17 C -3.925 1.023 0.227  -0.81
18 C -4.741 0.596 -0.787  -0.95
19 C -4.349 -0.513 -1.550  -0.51
20 C -3.169 -1.169 -1.308  -0.68
21 C -2.300 -0.731 -0.287  0.65
22 O -1.198 -1.408 -0.093  -0.57
23 H -1.606 2.059 3.301  0.36
24 H -3.306 1.566 3.113  0.46
25 H -2.618 2.751 2.008  0.42
26 H -4.229 1.862 0.838  0.36
27 H -5.678 1.095 -0.988  0.40
28 H -4.991 -0.864 -2.349  0.43
29 H -2.871 -2.035 -1.884  0.33
30 O 0.008 1.515 -0.422  -0.63
31 C 0.519 2.521 0.027  0.11
32 O 0.561 2.790 1.317  -0.45
33 C 1.194 3.554 -0.862  0.57
34 N 1.922 4.510 -0.008  -0.58
35 C 3.357 4.209 -0.190  -0.59
36 C 3.472 3.754 -1.640  -0.64
37 C 2.228 2.878 -1.797  -0.44
38 H 0.405 4.061 -1.420  0.40
39 H 1.090 3.630 1.362  0.42
40 H 1.726 5.458 -0.299  0.30
41 H 3.629 3.393 0.484  0.18
42 H 3.960 5.078 0.069  0.44
43 H 4.396 3.218 -1.853  0.37
44 H 3.422 4.622 -2.303  0.28
45 H 2.427 1.865 -1.448  -0.02
46 H 1.867 2.810 -2.821  0.43
47 C -0.655 -6.248 -0.930  -0.85
48 S -1.227 -4.540 -1.003  0.04
49 C -0.083 -3.893 -2.231  -0.81
50 H -0.389 -6.600 -1.927  0.29
51 H -1.469 -6.869 -0.559  0.31
52 H 0.202 -6.327 -0.265  0.22
53 H 0.937 -4.191 -1.994  0.32
54 H -0.127 -2.808 -2.169  0.07
55 H -0.351 -4.222 -3.235  0.47

Computed properties:
Frontier orbital gap (alpha / beta): 6.9072 / 6.9531 eV
LUMO (alpha / beta): -0.73 / -0.69 eV
Energy above the lowest of the compared OMol25 structures with the same formula, charge and spin: 183.53 kcal per mole
Charge: 0
2S+1: 2

***

A cluster of 2 separate species, C6H14N2 in total. Source: the Open Molecules 2025 dataset; level of theory: the ωB97M-V functional and the def2-TZVPD basis.

Last column: Mulliken charge in e.
Positions of all 22 atoms, in Å:
1 C -2.346 1.428 -0.958  -0.92
2 N -0.929 1.221 -1.204  -0.19
3 C -0.380 1.729 -2.208  -0.11
4 N -1.026 2.569 -3.185  -0.57
5 H -2.474 1.855 0.036  0.27
6 H -2.820 0.446 -0.953  0.28
7 H -2.832 2.055 -1.702  0.37
8 H 0.670 1.505 -2.402  0.37
9 H -0.471 3.396 -3.366  0.25
10 H -1.129 2.084 -4.069  0.22
11 C 0.941 -1.494 3.179  -1.01
12 C 1.151 -1.509 1.869  0.97
13 C 1.065 -0.266 1.031  -0.97
14 C 1.413 -2.797 1.148  -1.18
15 H 0.999 -2.410 3.756  0.26
16 H 0.717 -0.583 3.720  0.27
17 H 1.983 -0.089 0.470  0.30
18 H 0.868 0.585 1.681  0.27
19 H 0.237 -0.339 0.325  0.22
20 H 1.354 -3.647 1.824  0.32
21 H 2.369 -2.811 0.625  0.30
22 H 0.640 -2.927 0.382  0.28

Computed properties:
Frontier orbital gap: 9.7879 eV
LUMO: 0.85 eV
Energy above the lowest of the compared OMol25 structures with the same formula, charge and spin: 35.52 kcal per mole
Charge: 0

***

The ion C3H8N3O with charge +1. Source: the Open Molecules 2025 dataset; level of theory: the ωB97M-V functional and the def2-TZVPD basis.

Last column: Mulliken charge in e.
Positions of all 15 atoms, in Å:
1 C -1.860 0.869 -0.375  -0.68
2 N -1.272 0.133 0.715  -0.31
3 O -1.126 -1.321 0.404  -0.19
4 C -0.046 -1.694 -0.126  0.07
5 N 1.020 -1.053 -0.344  -0.34
6 C 1.684 0.049 -0.379  0.17
7 N 2.377 0.530 0.604  -0.25
8 H -2.866 0.693 -0.604  0.37
9 H -1.588 2.032 -0.327  0.26
10 H -1.319 0.509 -1.321  0.24
11 H -1.987 0.020 1.363  0.30
12 H -0.064 -2.682 -0.453  0.45
13 H 1.715 0.602 -1.245  0.48
14 H 2.376 0.016 1.439  0.23
15 H 2.957 1.297 0.648  0.21

Computed properties:
Frontier orbital gap: 11.2491 eV
LUMO: -3.48 eV
Energy above the lowest of the compared OMol25 structures with the same formula, charge and spin: 78.30 kcal per mole
Charge: +1